Record 1
Here is a structure of composition C11H14N2O4S2Se2Ti in a non-equilibrium geometry from OMol25. Energies are from ωB97M-V/def2-TZVPD.

The calculation puts the frontier orbital gap at 5.48 eV. As for the total charge: -2. As for the total energy: -198283.9380 eV. As for the HOMO energy: -1.17 eV. The LUMO energy is 0.158 Ha.

Structure (XYZ):
```
36
C11H14N2O4S2Se2Ti | OMol25 | ωB97M-V/def2-TZVPD
C 1.37 4.74 -1.92
S -0.95 -0.16 -2.59
H -2.55 2.72 0.84
H 3.29 -3.26 1.63
C 2.39 -3.45 1.03
C 2.49 -1.06 0.37
S 0.86 4.00 -0.51
Ti -0.62 0.60 0.71
H 0.52 -1.94 -0.97
H 1.78 -4.21 1.55
H -2.85 1.45 -3.85
C -1.87 1.09 -1.98
O -0.66 1.87 2.01
N -1.83 1.48 -0.65
C 1.58 -2.16 0.92
C -3.62 2.75 -2.35
C -2.82 1.77 -2.82
C 0.36 -2.43 -0.01
N 1.72 5.28 -2.89
Se 1.71 0.69 -0.20
H 3.23 -4.76 -0.14
H 0.33 -2.39 2.69
C -2.66 2.47 -0.20
O -1.41 0.69 2.41
Se -1.42 -1.84 0.62
H 0.27 -3.50 -0.18
C -3.54 3.13 -0.99
C 1.21 -1.81 2.38
H 2.05 -2.11 3.02
O 1.02 -0.43 2.58
H -4.15 3.92 -0.58
O 2.76 -3.93 -0.26
H -4.32 3.25 -3.01
H 3.24 -0.82 1.13
H 3.00 -1.44 -0.52
H 0.07 -0.22 2.74
```

Record 2
Here is a cluster of 3 separate species, C4H12O2 in total from OMol25. Energies are from ωB97M-V/def2-TZVPD.

The calculation puts the frontier orbital gap at 10.70 eV. Its structure (SMILES) is C/C=C/C.O.O. As for the total charge: 0. As for the total energy: -8437.0383 eV. As for the HOMO energy: -9.88 eV. The LUMO energy is 0.030 Ha.

Structure (XYZ):
```
18
C4H12O2 | OMol25 | ωB97M-V/def2-TZVPD
H 0.46 0.65 2.21
H 0.29 0.52 -2.39
H 3.04 1.12 -1.55
C -0.26 0.44 -0.33
C 0.24 -0.53 0.44
H -3.39 -0.70 1.40
H 1.84 -0.45 1.91
C 0.76 -0.33 1.83
C -0.58 0.27 -1.79
O -3.21 -0.71 0.45
H 0.18 -1.56 0.11
H -1.40 0.92 -2.08
O 3.10 0.73 -0.67
H 2.17 0.56 -0.43
H -0.86 -0.76 -2.02
H -2.26 -0.54 0.36
H 0.29 -1.07 2.49
H -0.41 1.44 0.07
```

Record 3
Here is an isolated molecule of C4H4N2 in a non-equilibrium geometry from OMol25. Energies are from ωB97M-V/def2-TZVPD.

The calculation puts the frontier orbital gap at 10.88 eV. As for the total charge: 0. As for the total energy: -7188.5818 eV. As for the HOMO energy: -10.34 eV. The LUMO energy is 0.020 Ha.

Structure (XYZ):
```
10
C4H4N2 | OMol25 | ωB97M-V/def2-TZVPD
H 3.34 -0.06 -0.08
C -0.77 1.64 -1.06
C 1.08 0.05 0.18
N -1.01 -1.08 -0.10
H -0.83 -1.25 -1.08
C -0.37 0.06 0.43
H -2.00 -1.11 0.10
N -1.11 1.53 0.08
C 2.27 -0.02 0.04
H -0.57 0.15 1.48
```

Record 4
Here is an isolated molecule of C5H7NO in a non-equilibrium geometry from OMol25. Energies are from ωB97M-V/def2-TZVPD.

The calculation puts the frontier orbital gap at 10.40 eV. Its structure (SMILES) is C#CN(C)C(C)=O. As for the total charge: 0. As for the total energy: -8832.6148 eV. As for the HOMO energy: -9.51 eV. The LUMO energy is 0.033 Ha.

Structure (XYZ):
```
14
C5H7NO | OMol25 | ωB97M-V/def2-TZVPD
H 0.68 1.52 -2.14
H -1.04 1.46 -2.12
H -0.10 -0.87 2.67
H -0.15 0.06 -2.09
H 1.15 0.49 2.15
C 0.02 -1.52 -0.09
H 0.23 -3.49 -1.09
C 0.10 0.12 2.07
O -0.04 2.13 0.29
H -0.70 0.77 2.24
C -0.08 1.03 -0.21
C -0.09 0.99 -1.70
C 0.02 -2.61 -0.56
N 0.00 -0.09 0.59
```

Record 5
Here is a cluster of 2 separate species, C6H11NO2 in total in a non-equilibrium geometry from OMol25. Energies are from ωB97M-V/def2-TZVPD.

The calculation puts the frontier orbital gap (alpha / beta) at 8.00 / 7.12 eV. As for the total charge: 0. As for the total energy: -11980.4223 eV. As for the HOMO energy (alpha / beta): -7.52 / -7.11 eV. The LUMO energy (alpha / beta) is 0.018 / 0.000 Ha.

Structure (XYZ):
```
20
C6H11NO2 | OMol25 | ωB97M-V/def2-TZVPD
C 0.52 -1.64 -0.64
H -1.70 1.51 1.16
O -1.21 -0.41 0.37
H -2.98 0.24 0.96
H 1.47 -1.41 -1.27
H 0.68 -2.04 0.33
C 1.20 0.65 1.45
H 0.70 -1.15 2.15
N 2.93 -0.14 -0.15
O 0.56 -0.24 2.41
C -2.17 0.67 0.54
H -1.02 0.70 -2.20
H -2.21 1.16 -0.49
C -0.17 0.74 -1.57
C -0.16 -0.21 -0.49
H 0.05 1.74 -1.29
H 0.63 0.30 -2.20
H -0.09 -2.30 -1.29
H 0.83 1.67 1.59
C 2.14 0.15 0.63
```

Record 6
Here is the ion C3H3OS with charge +1 in a non-equilibrium geometry from OMol25. Energies are from ωB97M-V/def2-TZVPD.

The calculation puts the frontier orbital gap at 9.65 eV. As for the total charge: +1. As for the total energy: -16032.7503 eV. As for the HOMO energy: -15.16 eV. The LUMO energy is -0.203 Ha.

Structure (XYZ):
```
8
C3H3OS | OMol25 | ωB97M-V/def2-TZVPD
H -0.17 2.26 -0.02
S -1.59 0.25 0.00
C -0.21 1.20 0.00
H -1.08 -2.18 -0.02
H 2.08 0.46 0.03
O 0.61 -1.01 0.00
C -0.67 -1.18 0.00
C 1.04 0.21 0.01
```

Record 7
Here is a cluster of 2 separate species, C10H22NO5 in total from OMol25. Energies are from ωB97M-V/def2-TZVPD.

The calculation puts the frontier orbital gap at 7.16 eV. As for the total charge: -1. As for the total energy: -22454.6248 eV. As for the HOMO energy: -4.34 eV. The LUMO energy is 0.104 Ha.

Structure (XYZ):
```
38
C10H22NO5 | OMol25 | ωB97M-V/def2-TZVPD
H 2.91 1.27 2.25
H -0.14 -1.73 -3.63
C -0.56 -0.04 -2.35
H -0.14 3.74 2.59
C -0.56 -1.53 -2.64
O 0.77 0.36 -2.21
C 1.81 1.17 2.21
H -1.12 0.15 -1.42
C -1.54 -3.53 0.17
H 2.10 3.53 1.75
H 1.40 1.69 3.08
H 0.05 -2.04 -1.90
H -3.51 -3.97 1.90
C 0.99 1.53 -1.44
O -2.17 -3.89 -1.05
H -2.68 -1.73 0.42
H 1.42 2.29 -2.10
O -3.68 -3.26 1.28
N 1.25 1.75 1.00
H 0.04 1.92 -1.05
C 1.31 3.21 1.05
H -1.58 -1.91 -2.62
C -0.02 3.83 1.50
H -1.29 -4.43 0.75
H 1.55 0.12 2.27
C -2.43 -2.62 0.99
H -0.61 -3.01 -0.09
O 1.36 -1.04 0.24
H 2.85 1.80 -0.38
H -1.09 0.51 -3.15
O 3.46 -0.54 -0.45
C 2.29 -0.28 -0.14
C 1.91 1.25 -0.23
H 1.59 3.61 0.07
H -1.92 -2.32 1.91
H -0.85 3.31 1.03
H -3.10 -4.07 -0.86
H -0.06 4.90 1.26
```

Record 8
Here is a structure of composition C5H15Cl3CrN5O22 in a non-equilibrium geometry from OMol25. Energies are from ωB97M-V/def2-TZVPD.

The calculation puts the frontier orbital gap (alpha / beta) at 7.20 / 7.17 eV. The multiplicity is 5. As for the total charge: -1. As for the total energy: -123878.7299 eV. As for the HOMO energy (alpha / beta): -6.15 / -6.15 eV. The LUMO energy (alpha / beta) is 0.039 / 0.038 Ha.

Structure (XYZ):
```
51
C5H15Cl3CrN5O22 | OMol25 | ωB97M-V/def2-TZVPD
H -4.08 -1.43 -1.10
O 3.95 1.03 -1.91
N -1.80 1.21 -2.85
H -4.07 -2.09 0.54
H -1.97 1.45 -4.98
O -0.44 -1.99 -1.77
O 2.87 1.90 2.93
H 5.14 1.03 2.24
O 1.67 -4.52 1.42
O 1.79 0.31 -1.34
O -1.40 -3.92 -2.74
O -2.01 -0.55 0.07
C -1.22 1.33 -4.21
C -0.74 3.91 -0.18
H 4.31 -0.46 1.76
H -0.82 -2.18 4.57
Cr 0.14 -0.23 0.22
H -2.26 -1.64 3.71
O -1.05 0.96 -1.94
O 3.23 -2.81 1.74
O 0.30 0.13 4.38
H -0.69 0.39 -4.39
H -0.49 2.14 -4.20
N -0.02 3.00 0.75
N 3.00 1.08 2.06
H -1.79 3.82 0.09
O -3.46 0.88 0.69
O 1.19 -2.34 0.70
O 2.95 -0.77 -3.10
H -5.17 -0.68 0.11
C 4.34 0.62 1.64
O -2.99 1.43 -2.68
O 0.80 -3.29 -3.29
Cl 1.83 -3.11 1.75
H -0.52 3.55 -1.18
H -0.32 4.90 0.00
N -3.15 -0.20 0.26
O -0.22 1.81 0.56
H -1.76 -0.80 5.24
N -0.53 -0.35 3.64
C -4.23 -1.19 -0.05
O 2.11 1.42 -3.35
Cl 2.71 0.49 -2.45
O 2.06 0.53 1.52
O -1.00 -1.95 -4.04
H 4.51 0.90 0.60
O 0.60 3.45 1.68
O -0.60 -0.26 2.44
Cl -0.53 -2.78 -2.97
C -1.44 -1.32 4.35
O 1.26 -2.80 3.06
```

Record 9
Here is a structure of composition C36H26N3PPd in a non-equilibrium geometry from OMol25. Energies are from ωB97M-V/def2-TZVPD.

The calculation puts the frontier orbital gap (alpha / beta) at 5.30 / 5.27 eV. As for the total charge: 0. As for the total energy: -54985.7832 eV. As for the HOMO energy (alpha / beta): -6.21 / -6.20 eV. The LUMO energy (alpha / beta) is -0.033 / -0.034 Ha.

Structure (XYZ):
```
67
C36H26N3PPd | OMol25 | ωB97M-V/def2-TZVPD
H -0.59 0.74 0.80
C -0.68 3.00 -2.26
C 1.64 -3.07 -3.10
H -1.47 -2.08 4.90
N -1.28 -2.11 -0.68
C 3.64 3.41 0.50
C 1.31 -2.34 2.23
H -2.51 -1.64 2.63
C 1.26 0.37 1.67
C -2.38 0.99 2.41
H 4.34 2.93 -0.17
H -0.81 0.76 5.02
H 2.33 -3.69 -5.02
C -3.01 -2.40 -2.43
C -1.64 -1.30 0.29
C -0.66 0.04 4.23
C -0.66 -1.37 1.47
H 3.22 6.28 2.23
C 1.60 3.35 1.77
C -1.19 0.22 2.81
H 2.35 -1.80 4.00
C -2.24 -3.11 -4.61
C 1.46 -3.42 -4.44
H 0.53 3.67 -0.62
C 2.09 -0.26 2.52
N 0.63 -2.72 -2.33
H -1.09 3.98 -2.46
C -2.65 -0.33 0.28
C -0.60 0.65 -2.79
C -3.25 -2.77 -3.75
P 2.08 1.08 0.16
H -3.84 -2.18 -1.78
C 2.48 2.74 0.88
C 1.87 4.61 2.26
H 0.70 2.84 2.07
H -4.28 -2.78 -4.09
C -0.19 0.14 1.62
C 0.20 -3.45 -4.98
H -0.94 -0.18 -3.41
C -1.48 -1.30 2.76
H -2.45 -3.37 -5.64
H 0.77 -1.05 5.37
C 0.43 -1.00 4.34
H 3.16 -0.11 2.47
C 1.55 -1.37 3.38
H -2.77 1.77 3.06
H 2.62 -3.12 -2.63
C -0.90 -3.11 -4.16
C 0.33 0.47 -1.78
Pd 0.83 -1.22 -0.70
C 3.02 5.28 1.87
H 1.18 5.08 2.94
C -0.63 -2.73 -2.83
C 3.91 4.67 0.99
C -1.70 -2.35 -1.94
H -1.76 2.10 -3.87
C -1.08 1.93 -3.05
C 0.22 2.83 -1.23
H -3.87 1.24 0.97
H 4.81 5.19 0.69
H 0.02 -3.74 -6.01
H -3.25 -0.31 -0.61
C -3.00 0.67 1.25
N 0.41 -2.30 1.32
H 2.11 -3.06 2.06
C -0.97 -1.45 4.19
C 0.73 1.56 -0.99
```

Record 10
Here is an isolated molecule of C3H7N3O in a non-equilibrium geometry from OMol25. Energies are from ωB97M-V/def2-TZVPD.

The calculation puts the frontier orbital gap at 9.94 eV. Its structure (SMILES) is [H]/N=C\N/C(=N/[H])OC. As for the total charge: 0. As for the total energy: -9739.6872 eV. As for the HOMO energy: -9.18 eV. The LUMO energy is 0.028 Ha.

Structure (XYZ):
```
14
C3H7N3O | OMol25 | ωB97M-V/def2-TZVPD
H -2.26 -1.41 0.77
N -2.79 -0.50 0.79
O 1.09 0.78 -0.71
H -0.34 1.77 0.89
H 3.05 0.54 -1.12
H 0.28 -1.85 -0.54
N -0.32 -1.23 0.12
C 2.25 -0.04 -1.06
H -2.78 1.50 1.22
H 2.25 -0.47 -2.02
N -0.74 0.92 0.90
C 0.08 0.01 0.02
C -2.20 0.68 0.90
H 2.45 -0.70 -0.16
```

Record 11
Here is a structure of composition C32H30BrN2O3TeZn from OMol25. Energies are from ωB97M-V/def2-TZVPD.

The calculation puts the frontier orbital gap at 6.79 eV. As for the total charge: +1. As for the total energy: -168542.7415 eV. As for the HOMO energy: -10.10 eV. The LUMO energy is -0.122 Ha.

Structure (XYZ):
```
70
C32H30BrN2O3TeZn | OMol25 | ωB97M-V/def2-TZVPD
C -0.93 0.70 -5.91
H 0.73 0.95 2.63
C -2.17 -1.78 1.74
H 5.02 -1.74 4.02
H -0.11 1.92 -1.21
H -0.74 -2.23 3.86
H 2.13 2.10 -1.07
C 4.43 0.11 -2.58
H 4.03 3.67 -1.15
C 1.70 -2.04 4.51
C 5.35 2.28 -2.09
C 2.17 -1.51 2.15
Te 1.64 -0.85 -2.06
C -0.17 -1.89 2.99
C 3.55 -1.51 2.50
C 3.97 -1.75 3.78
H -1.30 2.49 -0.01
C 0.27 1.77 2.08
H -5.97 -2.16 0.95
C -3.62 -0.68 -2.02
H 0.31 3.27 -0.12
H -3.93 0.45 2.10
H -0.45 2.68 -5.28
C 3.04 -2.01 4.80
C -3.33 1.26 2.53
C 0.43 1.21 -4.00
O -2.00 1.07 2.10
C 0.60 -0.15 -3.76
C 1.24 -1.78 3.20
H 0.90 2.66 2.19
H 0.98 -2.27 5.28
H 4.26 -1.31 1.72
H -3.40 1.22 3.62
C -4.92 -2.05 1.18
H 6.45 0.68 -3.01
C -2.69 -1.40 0.46
C -0.24 2.33 -0.20
C 3.21 0.51 -2.05
C -4.42 -2.41 2.39
C -4.06 -1.54 0.18
C -3.04 -2.28 2.67
C 4.14 2.68 -1.55
C -0.33 1.63 -5.08
C 0.02 -1.08 -4.60
C -0.75 -0.66 -5.67
Zn 0.08 -0.64 0.28
H -3.93 -0.39 -3.01
H -2.69 -2.60 3.64
H -5.55 -1.27 -1.35
C 5.50 1.00 -2.60
N -1.82 -0.89 -0.46
C 3.07 1.79 -1.52
H -5.07 -2.80 3.16
C -4.51 -1.16 -1.11
H -1.55 -0.15 -2.34
H 4.55 -0.89 -2.98
H 0.17 -2.14 -4.44
H 6.18 2.96 -2.11
N -0.79 -1.61 1.89
O 1.85 -1.27 0.93
H -1.47 3.06 2.25
H -1.20 -1.38 -6.33
H 0.90 1.95 -3.37
H -1.52 1.03 -6.75
O 0.31 1.37 0.71
C -1.13 2.07 2.57
H -1.10 2.09 3.67
H -3.72 2.22 2.18
Br 3.65 -2.34 6.56
C -2.27 -0.55 -1.65
```

Record 12
Here is a structure of composition C37H30AsBaF15GeINPS in a non-equilibrium geometry from OMol25. Energies are from ωB97M-V/def2-TZVPD.

The calculation puts the frontier orbital gap at 7.93 eV. As for the total charge: +1. As for the total energy: -227374.4841 eV. As for the HOMO energy: -10.97 eV. The LUMO energy is -0.112 Ha.

Structure (XYZ):
```
89
C37H30AsBaF15GeINPS | OMol25 | ωB97M-V/def2-TZVPD
F -1.47 5.24 -0.26
H -4.01 -0.98 2.12
C 1.48 6.80 0.94
F -4.55 2.84 1.87
H 5.91 -3.39 1.07
H 0.62 -2.98 5.31
C 0.89 -1.54 3.67
Ba 0.28 -1.81 -1.00
H -4.87 -2.99 1.36
C 4.76 -1.11 -0.32
H 4.17 -2.45 2.61
F -0.67 7.61 0.66
H -6.31 -2.15 -3.51
F 0.77 1.92 2.34
F -0.86 1.42 4.41
F 3.71 5.94 1.08
C -3.25 2.56 1.97
F 3.03 3.69 -0.17
H 5.03 -4.91 0.84
F -3.57 1.76 4.11
H -4.06 0.76 -0.12
H -6.76 0.28 -3.55
H 6.92 -4.34 -2.62
C -2.72 2.03 3.14
C -1.64 1.28 -2.59
P -3.03 -2.02 0.11
H -5.62 1.74 -1.73
F -1.50 0.23 -1.69
C -6.06 -0.10 -2.76
C -4.86 -2.01 -1.94
H 6.89 -3.31 -1.14
H 0.97 -0.53 1.80
C -1.03 3.45 -3.17
C -1.84 3.32 -4.37
N 0.67 -2.57 1.51
C -4.00 -3.38 0.84
H 0.26 -4.89 3.83
F 1.90 7.94 1.51
C 2.08 4.67 0.03
C 0.76 4.41 -0.37
H 3.74 -0.46 -2.13
H 4.92 0.64 -1.68
C -0.14 5.41 -0.04
C 0.91 -1.47 2.30
Ge 0.19 2.61 -0.67
I -0.20 -5.22 0.75
C -4.56 0.13 -0.89
H 1.00 -0.65 4.27
C 0.35 -3.88 3.46
C 6.40 -3.50 -2.10
H 4.12 -0.53 0.40
H 4.44 -3.46 -2.83
H -4.58 -3.03 -1.98
C 0.66 -2.79 4.25
C -5.42 0.68 -1.81
H 6.59 -2.59 -2.76
H -2.36 -1.55 2.43
C -1.04 2.48 0.92
C -2.49 2.13 -4.66
S 1.64 0.97 -0.75
As 3.99 -2.92 -0.41
F -3.05 3.07 -0.24
H 5.80 -1.07 0.09
F -3.20 1.94 -5.80
F -2.01 4.33 -5.18
C 4.73 -0.43 -1.69
C 4.31 -3.54 2.45
H -4.36 -4.23 0.27
C -1.34 1.82 3.22
C -3.04 -1.09 1.66
H 4.71 -4.84 -1.87
C 4.90 -3.82 1.07
C -2.43 2.71 0.86
H 3.36 -4.03 2.62
F -0.37 4.59 -3.06
C 2.43 5.85 0.63
C 4.91 -3.79 -1.94
C 0.40 -3.71 2.10
C -0.55 2.05 2.12
C -5.84 -1.49 -2.81
H -2.59 -0.14 1.50
H 4.97 -3.95 3.23
C 0.19 6.63 0.51
C -2.41 1.10 -3.70
C -4.26 -1.20 -0.99
H -3.37 -3.85 1.59
H 5.51 -0.82 -2.33
C -0.97 2.48 -2.23
F -3.02 -0.04 -3.95
```

Record 13
Here is an isolated molecule of C25H26N2O5S2 from OMol25. Energies are from ωB97M-V/def2-TZVPD.

The calculation puts the frontier orbital gap at 8.44 eV. Its structure (SMILES) is CC(C)C[C@@H](C(=O)O)N1C(=O)[C@@H]2[C@@H]3C[C@@H]([C@@H]4Sc5[nH]c(=O)sc5[C@@H](c5ccccc5)[C@H]34)[C@@H]2C1=O. As for the total charge: 0. As for the total energy: -61238.3831 eV. As for the HOMO energy: -8.13 eV. The LUMO energy is 0.011 Ha.

Structure (XYZ):
```
60
C25H26N2O5S2 | OMol25 | ωB97M-V/def2-TZVPD
C -1.18 -2.10 -1.57
C 0.38 -0.56 -3.21
O 0.23 0.56 5.46
C 3.77 2.58 5.05
N 0.91 -0.18 2.08
C -0.50 -2.22 -0.20
O 2.08 -2.09 1.58
C -0.45 0.46 -2.93
C 0.25 -0.02 4.42
H 4.07 -0.77 4.25
H -3.10 -1.11 -1.50
C 1.81 1.17 -3.85
S 0.32 2.00 -3.28
C 4.41 0.24 4.47
C -1.63 -1.75 0.71
H 4.28 2.99 4.18
H 2.32 -0.83 -3.99
H 4.47 2.56 5.88
C 1.42 -0.02 3.43
O 2.79 1.72 -4.27
H -2.71 -1.96 -3.80
C 2.28 1.24 3.57
H -0.13 0.96 -0.57
C -0.05 0.64 1.54
H -4.82 -0.01 -6.94
C 0.53 -1.10 -0.04
C -1.77 -0.39 0.01
H -0.08 -3.21 -0.01
C -3.91 1.28 -5.49
C 3.25 1.18 4.76
H -1.48 -0.77 4.64
H -1.82 -2.97 -1.72
H -2.15 1.25 -1.96
H 2.02 -0.92 3.63
H -2.53 -2.36 0.63
C -1.86 0.32 -2.46
C -3.16 1.35 -4.33
H 4.99 0.60 3.63
C -2.73 0.19 -3.70
H -2.91 2.31 -3.91
H 2.85 1.37 2.65
C -3.80 -1.11 -5.42
H 1.61 2.10 3.68
S -0.01 -2.24 -2.98
H 1.24 -1.07 -0.86
C 1.29 -1.23 1.27
O -0.75 -0.80 3.99
H -2.51 0.29 0.41
N 1.61 -0.17 -3.70
H 5.07 0.18 5.34
O -0.56 1.57 2.11
C -3.05 -1.04 -4.26
C -2.05 -0.82 -1.44
H -1.34 -1.67 1.76
H -4.25 2.19 -5.97
C -0.33 0.15 0.13
H 2.95 3.25 5.31
H 2.70 0.83 5.63
C -4.24 0.05 -6.04
H -4.05 -2.08 -5.84
```